Here is 2 unconnected molecules or ions with the total composition C4H10Br2Si at a distorted geometry from the OMol25 dataset. Energies are from ωB97M-V with the def2-TZVPD basis set.

CARTESIAN COORDINATES (ANGSTROEM)
C (1.39, -1.90, -0.71)
C (-1.48, 0.55, -0.67)
C (0.55, -0.75, -1.24)
C (-0.22, -0.12, -0.17)
Si (1.47, 2.13, 2.06)
Br (-0.57, 2.94, 2.69)
Br (1.71, 3.04, -0.01)
H (1.99, -1.69, 0.21)
H (1.95, -2.46, -1.44)
H (0.64, -2.63, -0.42)
H (-1.59, 0.38, -1.72)
H (-2.42, 0.12, -0.33)
H (-1.49, 1.60, -0.34)
H (1.26, -0.09, -1.67)
H (-0.12, -1.14, -1.99)
H (0.29, 0.19, 0.75)
H (2.20, 3.05, 2.99)

Values from the calculation:
Kohn-Sham gap (spin up / spin down) = 5.00 / 9.59 eV
Relative energy (zero: lowest compared OMol25 entry of this formula, charge and spin) = 3.643 eV
Electronic energy = -152271.25863 eV

These are the natural (NBO) partial charges, in e, on atoms 1 to 5:
1 C -0.60
2 C -0.69
3 C -0.48
4 C -0.05
5 Si 0.79